ORCA calculation (wB97M-V/def2-TZVPD) on C40H33BiBrF6N7O8PS5 as an isolated structure in a non-equilibrium geometry.

Structure (XYZ):
```
102
Properties=species:S:1:pos:R:3
Bi 0.800 -0.299 -0.475
O 0.207 -4.569 -2.018
C -0.998 -4.530 -2.642
C -1.414 -5.634 -3.393
C -2.625 -5.590 -3.993
C -3.449 -4.490 -3.879
C -3.015 -3.427 -3.178
C -1.769 -3.378 -2.563
C -1.335 -2.190 -1.780
O 0.066 -1.952 -1.654
N -1.961 -2.270 -0.435
N -1.580 -1.390 0.547
C -2.312 -1.131 1.572
C -1.927 -0.200 2.607
Br -0.171 0.547 2.457
C -2.734 0.132 3.594
C -2.592 1.149 4.607
C -2.081 2.394 4.320
C -1.795 3.298 5.337
C -1.948 2.921 6.643
C -2.566 1.707 6.963
C -2.895 0.867 5.912
H 0.330 -3.622 -1.770
H -0.708 -6.452 -3.487
H -2.950 -6.502 -4.606
H -4.431 -4.545 -4.313
H -3.676 -2.577 -3.162
H -1.839 -1.316 -2.149
H -2.927 -2.238 -0.597
H -3.274 -1.641 1.655
H -3.769 -0.249 3.473
H -1.762 2.764 3.357
H -1.312 4.224 5.103
H -1.697 3.595 7.431
H -2.954 1.529 7.948
H -3.406 -0.084 6.098
F 4.444 -1.122 -5.353
C 3.619 -1.372 -4.317
F 2.511 -1.948 -4.778
F 4.279 -2.287 -3.529
S 3.403 0.182 -3.252
O 2.832 -0.374 -2.026
O 4.714 0.706 -3.125
N 2.496 1.105 -4.124
S 1.091 1.591 -3.714
O 1.152 3.002 -3.370
O 0.240 0.732 -2.922
C 0.354 1.630 -5.449
F 0.902 2.606 -6.212
F -0.949 1.798 -5.371
F 0.645 0.460 -6.098
N -4.478 4.802 -5.366
C -4.251 4.011 -4.248
C -3.818 2.732 -4.420
C -3.342 1.903 -3.404
C -3.244 2.450 -2.163
C -3.706 3.801 -1.938
C -4.190 4.577 -2.951
S -2.792 1.504 -0.713
O -3.311 2.268 0.414
O -3.339 0.160 -0.906
N -1.146 1.412 -0.678
C -0.508 2.623 -0.622
N 0.753 2.564 -0.200
C 1.518 3.619 -0.089
C 1.029 4.846 -0.471
C -0.341 4.890 -0.918
N -1.101 3.776 -1.004
H -4.353 4.323 -6.240
H -5.264 5.445 -5.341
H -3.836 2.317 -5.448
H -3.012 0.947 -3.559
H -3.636 4.214 -0.884
H -4.525 5.548 -2.873
H 2.530 3.416 0.254
H 1.602 5.752 -0.374
H -0.789 5.810 -1.300
S 3.097 0.540 1.232
P 2.886 -1.274 2.062
S 1.592 -2.509 1.131
C 4.448 -2.191 2.101
C 4.413 -3.575 2.186
C 5.619 -4.268 1.951
C 6.797 -3.585 1.762
C 6.804 -2.165 1.763
C 5.658 -1.497 1.980
C 2.461 -1.242 3.859
C 3.079 -0.277 4.607
C 3.038 -0.424 6.000
C 2.402 -1.494 6.609
C 1.719 -2.411 5.807
C 1.759 -2.304 4.435
H 3.502 -4.118 2.425
H 5.766 -5.349 1.942
H 7.749 -4.083 1.566
H 7.758 -1.657 1.682
H 5.683 -0.426 1.966
H 3.535 0.590 4.146
H 3.711 0.199 6.557
H 2.426 -1.573 7.680
H 1.158 -3.185 6.296
H 1.227 -2.993 3.801
```

Computed properties:
* Kohn-Sham gap: 8.107 eV
* LUMO: 2.25 eV
* energy above the lowest of the compared OMol25 structures with the same formula, charge and spin: 27.5 kcal per mole
* total charge: -1
* strongest force on any atom: 3.27 eV/Å

Results of the Mulliken charge analysis, in e, for atoms 1 through 6: 2.7667 -0.7455 0.6353 -0.8942 -0.0916 -1.0978

ORCA calculation (wB97M-V/def2-TZVPD) on a 2-piece molecular cluster, C2H8N2O overall.

Structure (XYZ):
```
13
Properties=species:S:1:pos:R:3
C -2.027 -0.166 0.490
C 1.553 -0.707 0.215
N 1.436 0.735 0.118
N 1.046 1.155 -1.010
O -0.876 0.430 0.022
H 0.940 2.165 -1.051
H 0.242 0.619 -1.419
H -2.791 -0.251 -0.306
H -2.503 0.403 1.309
H -1.861 -1.200 0.854
H 1.297 -0.999 1.230
H 2.614 -0.941 0.051
H 0.930 -1.243 -0.502
```

Computed properties:
* Kohn-Sham gap (spin up / spin down): 8.018 / 7.022 eV
* LUMO (spin up / spin down): -0.38 / -0.80 eV
* energy above the lowest of the compared OMol25 structures with the same formula, charge and spin: 121.3 kcal per mole
* total charge: 0
* strongest force on any atom: 0.61 eV/Å

Results of the Mulliken charge analysis, in e, for atoms 1 through 6: -0.6947 -0.5294 -0.1401 -0.1512 -0.6217 0.2903

ORCA calculation (wB97M-V/def2-TZVPD) on a 14-piece molecular cluster, C74H202N27O19P9S5 overall in a non-equilibrium geometry.

Structure (XYZ):
```
336
Properties=species:S:1:pos:R:3
C 22.553 23.001 23.133
C 21.815 24.075 24.019
C 20.512 23.500 24.510
S 20.401 21.855 23.765
O 19.051 21.611 23.309
O 21.092 20.870 24.580
C 21.440 22.199 22.386
H 23.187 22.356 23.732
H 23.144 23.531 22.386
H 21.646 24.944 23.436
H 22.380 24.377 24.921
H 19.647 24.075 24.297
H 20.486 23.259 25.536
H 20.890 22.889 21.737
H 21.795 21.318 21.890
C 18.354 11.400 18.531
C 17.352 11.532 17.375
C 17.200 13.081 17.208
S 18.769 13.797 17.721
O 18.557 14.532 18.986
O 19.419 14.490 16.622
C 19.557 12.248 18.187
H 18.622 10.335 18.755
H 17.875 11.805 19.419
H 16.332 11.052 17.519
H 17.770 11.088 16.446
H 16.478 13.617 17.824
H 17.008 13.237 16.151
H 20.208 12.486 18.993
H 20.160 11.885 17.377
C 21.283 22.188 17.306
C 22.292 23.207 16.719
C 23.767 22.615 16.779
S 23.696 21.910 18.378
O 23.812 22.913 19.428
O 24.765 20.928 18.459
C 22.072 21.189 18.225
H 20.901 21.581 16.462
H 20.416 22.566 17.795
H 22.177 24.088 17.285
H 22.063 23.362 15.645
H 24.549 23.391 16.745
H 23.868 21.816 16.042
H 21.754 20.916 19.261
H 22.422 20.287 17.679
C 24.362 19.301 26.159
C 25.341 19.366 27.331
C 25.317 20.817 27.962
S 24.301 21.866 26.823
O 25.038 23.047 26.452
O 23.010 22.092 27.362
C 24.164 20.690 25.574
H 23.418 18.956 26.534
H 24.841 18.626 25.476
H 26.378 19.233 26.921
H 25.133 18.626 28.081
H 26.249 21.316 27.926
H 24.805 20.879 28.935
H 24.903 21.041 24.879
H 23.171 20.767 25.090
C 13.169 18.154 19.648
C 14.680 18.514 19.771
C 15.504 17.228 19.730
S 14.474 16.079 20.593
O 14.722 16.285 22.006
O 14.696 14.731 20.056
C 12.911 16.768 20.182
H 12.786 18.242 18.597
H 12.626 18.955 20.165
H 14.776 18.891 20.842
H 14.955 19.310 19.071
H 16.462 17.340 20.243
H 15.662 16.857 18.703
H 12.236 16.798 21.077
H 12.490 16.155 19.375
O 14.928 25.832 18.795
P 14.193 24.585 19.126
N 13.134 23.910 17.957
C 13.675 23.941 16.597
C 11.729 23.739 18.093
N 13.321 24.795 20.494
C 12.445 25.993 20.410
C 13.007 23.754 21.472
N 15.301 23.353 19.460
C 16.730 23.537 19.419
C 14.932 21.954 19.490
H 12.877 24.129 15.890
H 14.182 23.025 16.339
H 14.448 24.715 16.466
H 11.131 24.520 17.580
H 11.459 23.796 19.140
H 11.483 22.741 17.810
H 11.343 25.736 20.201
H 12.467 26.628 21.274
H 12.739 26.583 19.576
H 13.050 24.185 22.467
H 12.008 23.372 21.322
H 13.665 22.837 21.360
H 17.200 23.038 18.446
H 16.909 24.611 19.313
H 17.136 23.136 20.366
H 15.396 21.540 18.619
H 13.838 21.827 19.514
H 15.348 21.327 20.281
O 13.944 16.309 17.126
P 14.126 16.724 15.679
N 15.414 17.681 15.285
C 16.723 17.101 15.602
C 15.430 19.128 14.979
N 12.736 17.561 15.154
C 12.681 17.885 13.765
C 11.481 17.591 15.852
N 14.484 15.376 14.796
C 14.004 14.004 15.122
C 15.035 15.369 13.414
H 16.717 16.095 15.949
H 17.275 17.568 16.377
H 17.325 17.126 14.674
H 16.385 19.416 15.441
H 14.561 19.687 15.435
H 15.585 19.295 13.897
H 12.545 18.962 13.651
H 13.604 17.598 13.230
H 11.781 17.426 13.239
H 11.590 17.209 16.865
H 11.100 18.575 16.036
H 10.658 17.139 15.219
H 13.474 14.058 16.082
H 13.366 13.601 14.335
H 14.874 13.341 15.282
H 15.470 16.378 13.202
H 14.341 15.226 12.600
H 15.907 14.618 13.270
O 14.043 23.046 25.951
P 15.083 22.133 25.420
N 16.500 22.940 24.881
C 17.200 23.784 25.921
C 16.354 23.526 23.549
N 14.529 21.191 24.150
C 15.501 20.363 23.440
C 13.142 21.176 23.712
N 15.743 21.070 26.643
C 14.948 20.557 27.751
C 17.049 20.513 26.560
H 16.470 24.035 26.683
H 17.559 24.644 25.434
H 17.977 23.111 26.305
H 17.277 23.322 23.101
H 16.188 24.654 23.551
H 15.525 23.075 22.959
H 15.689 19.380 23.955
H 15.165 20.009 22.430
H 16.528 20.762 23.349
H 12.684 22.104 23.943
H 12.977 21.044 22.634
H 12.584 20.355 24.145
H 14.632 19.499 27.634
H 15.576 20.655 28.625
H 14.049 21.155 27.867
H 17.577 20.795 25.658
H 16.982 19.458 26.563
H 17.622 20.841 27.400
O 26.716 18.878 24.529
P 26.991 19.220 23.165
N 28.590 18.882 22.716
C 29.207 17.666 23.101
C 29.275 19.455 21.551
N 26.693 20.806 22.766
C 26.131 21.386 21.517
C 27.255 21.804 23.760
N 26.014 18.397 22.120
C 26.460 17.870 20.843
C 24.583 18.395 22.419
H 29.199 16.857 22.420
H 28.731 17.319 24.013
H 30.281 17.806 23.306
H 29.279 20.557 21.529
H 28.940 19.023 20.601
H 30.307 19.132 21.637
H 26.856 22.095 21.135
H 26.155 20.646 20.702
H 25.121 21.814 21.572
H 27.866 21.208 24.444
H 27.971 22.421 23.254
H 26.539 22.390 24.320
H 25.886 16.988 20.617
H 26.320 18.629 20.087
H 27.488 17.632 20.951
H 24.034 19.196 21.890
H 24.459 18.566 23.513
H 24.209 17.462 22.100
O 26.870 12.839 23.618
P 26.369 13.242 24.929
N 27.601 13.788 25.932
C 27.186 14.660 26.974
C 28.922 14.051 25.270
N 25.629 12.095 25.936
C 26.430 11.235 26.790
C 24.411 11.563 25.368
N 25.189 14.476 24.835
C 24.292 14.857 25.941
C 25.157 15.349 23.660
H 28.086 14.797 27.596
H 26.461 14.086 27.528
H 26.771 15.674 26.711
H 29.199 13.119 24.870
H 29.689 14.227 26.009
H 28.869 14.880 24.534
H 26.861 11.873 27.586
H 25.807 10.528 27.336
H 27.174 10.711 26.185
H 24.678 10.633 24.918
H 23.673 11.435 26.272
H 23.931 12.181 24.601
H 23.299 14.902 25.529
H 24.296 14.170 26.749
H 24.532 15.853 26.299
H 25.506 16.350 23.759
H 24.047 15.405 23.384
H 25.709 14.834 22.851
O 22.849 19.249 15.683
P 24.025 18.453 15.075
N 25.485 18.258 15.930
C 26.420 19.452 15.986
C 25.421 17.794 17.334
N 24.380 19.258 13.681
C 25.356 18.823 12.635
C 23.595 20.443 13.265
N 23.446 16.906 14.914
C 22.037 16.729 14.587
C 24.316 15.792 14.369
H 26.506 19.840 14.956
H 27.390 19.039 16.298
H 26.064 20.209 16.691
H 25.147 18.654 18.023
H 26.398 17.380 17.529
H 24.735 16.977 17.473
H 25.987 19.641 12.455
H 25.910 17.922 12.884
H 24.736 18.650 11.723
H 24.131 21.352 13.484
H 23.264 20.418 12.220
H 22.783 20.506 13.980
H 21.991 16.511 13.480
H 21.693 15.807 14.986
H 21.455 17.628 14.902
H 24.449 15.720 13.283
H 23.816 14.807 14.613
H 25.333 15.822 14.792
O 22.170 10.798 18.504
P 22.921 11.853 19.203
N 24.119 11.151 20.182
C 25.113 10.383 19.427
C 24.692 11.956 21.257
N 22.081 12.924 20.183
C 21.312 12.415 21.369
C 21.977 14.306 20.052
N 23.640 12.868 18.059
C 22.884 13.068 16.817
C 24.888 13.661 18.285
H 24.621 10.090 18.509
H 25.366 9.513 20.000
H 25.940 11.034 19.236
H 24.021 12.733 21.629
H 25.705 12.312 21.092
H 24.922 11.267 22.117
H 20.292 12.845 21.205
H 21.242 11.276 21.322
H 21.764 12.767 22.305
H 20.993 14.662 19.665
H 22.057 14.619 21.045
H 22.763 14.762 19.391
H 23.544 12.702 15.924
H 21.909 12.641 16.695
H 22.767 14.117 16.594
H 25.608 13.509 17.465
H 25.357 13.424 19.246
H 24.682 14.664 18.146
O 21.632 19.475 21.354
P 20.587 18.455 20.889
N 18.938 18.927 20.639
C 18.801 20.149 19.799
C 18.118 18.986 21.843
N 20.407 17.289 21.985
C 21.403 17.126 23.058
C 19.545 16.107 21.757
N 20.985 17.962 19.399
C 19.991 17.379 18.486
C 22.348 17.878 18.828
H 19.069 21.049 20.398
H 17.740 20.379 19.553
H 19.453 19.986 18.972
H 17.826 18.059 22.268
H 17.217 19.520 21.550
H 18.671 19.569 22.682
H 21.814 16.152 23.097
H 22.192 17.883 22.989
H 21.018 17.393 24.083
H 19.133 15.978 20.733
H 20.211 15.229 21.824
H 18.754 15.987 22.447
H 19.158 18.046 18.389
H 20.431 17.364 17.512
H 19.625 16.438 18.748
H 22.501 18.317 17.797
H 22.600 16.827 18.697
H 23.029 18.477 19.473
O 14.753 12.800 27.112
P 15.335 13.865 26.335
N 16.270 14.939 27.284
C 15.807 15.151 28.671
C 17.290 15.872 26.803
N 14.104 14.753 25.534
C 14.056 16.191 25.784
C 13.339 14.145 24.473
N 16.402 13.313 25.168
C 17.091 12.070 25.253
C 16.792 14.121 24.024
H 15.626 16.202 28.768
H 16.626 14.916 29.400
H 14.977 14.517 28.978
H 17.644 15.576 25.798
H 18.234 15.734 27.451
H 16.957 16.944 26.975
H 13.133 16.573 26.174
H 14.799 16.524 26.466
H 14.112 16.731 24.826
H 13.667 14.475 23.465
H 13.354 13.057 24.536
H 12.290 14.544 24.578
H 16.904 11.632 26.258
H 16.850 11.390 24.501
H 18.187 12.262 25.205
H 16.150 14.986 23.867
H 16.534 13.559 23.063
H 17.799 14.555 23.936
```

Computed properties:
* Kohn-Sham gap: 8.103 eV
* LUMO: 0.06 eV
* energy above the lowest of the compared OMol25 structures with the same formula, charge and spin: 52.8 kcal per mole
* total charge: 0
* strongest force on any atom: 4.30 eV/Å

Results of the Mulliken charge analysis, in e, for atoms 1 through 6: 0.0984 -1.2601 -0.6368 0.9748 -0.2040 -1.0076

Question: What is the formula in the first record?
Answer: C40H33BiBrF6N7O8PS5